Record 1
C21H41AgCl2NO5SSi3 | wB97M-V/def2-TZVPD

Structure (XYZ):
```
75
C21H41AgCl2NO5SSi3, DFT wB97M-V/def2-TZVPD
Ag -0.57 -1.72 -1.21
Cl -5.40 -2.83 -1.17
Cl -2.89 -2.71 -2.68
S -1.85 5.50 -2.33
Si -0.88 -1.21 2.09
Si -0.17 -4.08 1.03
Si 1.78 -1.76 0.64
O -1.62 6.62 -3.20
O -0.16 -0.20 -3.00
O 2.18 -2.25 -0.92
O -2.01 0.28 -1.83
O -2.91 5.51 -1.36
N -2.08 4.22 -3.31
C 2.11 0.09 0.71
C 3.47 -2.14 -1.47
C -0.86 2.08 -2.88
C -0.39 4.56 -0.20
C 0.17 -4.75 2.77
C 2.02 4.71 -0.06
C 2.03 5.36 -1.29
C 0.86 5.61 -1.98
C 0.80 4.32 0.47
C -2.58 -1.92 2.51
C 0.05 -2.27 0.92
C -4.09 -1.80 -1.77
C -1.90 -4.70 0.58
C 0.01 -1.03 3.75
C 0.99 -5.03 -0.12
C -1.21 0.55 1.50
C -2.16 2.85 -2.77
C -1.03 0.60 -2.56
C 3.30 4.43 0.68
C 3.09 -2.53 1.76
C -0.35 5.21 -1.43
H -1.34 4.26 0.22
H 4.15 4.93 0.21
H 0.03 -5.84 2.82
H -2.49 2.91 -1.73
H 1.91 0.51 1.69
H -1.89 1.06 2.19
H -3.17 -2.08 1.59
H 2.90 -2.28 2.80
H 0.99 -0.56 3.61
H 2.04 -4.88 0.14
H -1.67 0.55 0.51
H 3.50 3.36 0.70
H 3.85 -1.12 -1.42
H 0.18 -2.01 4.21
H 1.50 0.62 -0.03
H -1.54 4.33 -4.16
H -1.91 -5.79 0.53
H 0.78 -6.10 -0.08
H 4.09 -2.16 1.50
H 3.43 -2.44 -2.52
H -2.95 2.32 -3.31
H -0.11 2.46 -2.18
H -0.51 -4.29 3.50
H -2.21 -4.32 -0.40
H 0.86 6.13 -2.93
H 1.19 -4.52 3.08
H -4.51 -1.05 -2.42
H 2.98 5.68 -1.72
H -2.50 -2.88 3.02
H -3.14 -1.23 3.15
H 4.18 -2.80 -0.95
H -2.65 -4.39 1.31
H 3.23 4.77 1.71
H 3.17 0.28 0.47
H -3.58 -1.34 -0.93
H 3.10 -3.62 1.67
H -0.43 2.17 -3.89
H 0.77 3.81 1.43
H -0.29 1.13 1.45
H -0.56 -0.42 4.45
H 0.86 -4.69 -1.15
```

DFT total energy in Eh: -3590.01380
Highest occupied orbital energy in eV: -4.92
Charge: -1
LUMO level in eV: 2.470
Kohn-Sham gap in eV: 7.394
Multiplicity: 1

---

Record 2
C21H41AlBr4ClF4N5O8PS2 | wB97M-V/def2-TZVPD

Structure (XYZ):
```
88
C21H41AlBr4ClF4N5O8PS2, DFT wB97M-V/def2-TZVPD
Br 1.63 -3.36 -3.35
Br 1.60 -3.80 -6.51
Br 2.86 -6.01 -4.60
Br 4.22 -1.03 -5.02
Cl 2.92 5.69 -4.00
S 5.01 1.85 3.22
S 4.89 2.61 5.75
P 4.03 0.35 -0.40
Al 2.63 0.00 -3.04
F 5.82 3.66 6.60
F 6.59 3.53 8.38
F -5.36 -6.81 1.40
F 5.16 0.41 3.84
O 5.87 1.81 2.09
O 3.61 1.97 2.98
O 3.60 3.20 5.89
O -5.80 -6.12 -2.05
O -0.15 -2.06 -0.07
O 1.17 3.41 -2.34
O 1.69 -0.80 0.44
O 5.12 1.39 6.42
N 4.46 8.15 6.73
N 5.60 2.79 4.36
N 4.66 -0.39 0.81
N -3.65 -4.13 -1.47
N 0.37 5.45 -2.79
C -3.19 -5.57 -1.34
C -4.72 -4.06 0.91
C 2.87 6.35 6.67
C 1.53 -4.65 -4.79
C 2.18 0.07 -0.56
C 0.47 3.79 -4.61
C -6.60 -6.94 -1.19
C 1.22 1.24 -0.50
C 1.83 7.25 6.83
C 3.45 8.99 6.88
C -0.19 6.51 -3.60
C -3.71 -3.50 -0.09
C -0.09 0.40 -0.34
C 0.71 4.19 -3.17
C -2.59 -3.37 -2.20
C 0.40 -1.00 0.02
C -2.90 -6.26 -2.65
C -6.10 -4.77 -1.87
C -4.92 -3.94 -2.28
C 4.16 6.85 6.63
C 2.12 8.60 6.94
H -0.71 0.30 -1.22
H 1.33 9.34 7.06
H -2.03 -5.84 -3.16
H -4.40 -3.77 1.91
H 1.26 1.87 0.37
H -3.75 -6.24 -3.33
H -1.64 -3.52 -1.70
H -6.06 -6.93 -0.23
H -4.84 -5.16 0.93
H 2.69 5.29 6.58
H 0.78 2.75 -4.74
H -2.86 -2.31 -2.18
H 1.05 4.41 -5.28
H -5.70 -3.61 0.77
H 0.48 7.36 -3.58
H -6.66 -7.95 -1.60
H 3.72 10.04 6.95
H -7.62 -6.55 -1.07
H -2.55 -3.71 -3.23
H -4.67 -4.16 -3.31
H 0.80 6.90 6.87
H -0.76 0.80 0.40
H -0.33 6.19 -4.63
H -2.67 -7.31 -2.44
H -3.89 -2.44 -0.25
H 0.56 -5.13 -4.70
H 4.27 1.73 -0.24
H -6.40 -4.55 -0.84
H -2.28 -5.53 -0.73
H 5.35 -1.06 0.51
H 1.03 1.79 -1.41
H -0.59 3.86 -4.85
H 0.55 5.63 -1.82
H -3.94 -6.10 -0.77
H 4.59 -0.14 -1.61
H -2.71 -3.61 0.32
H 1.89 -0.42 -1.54
H -5.15 -2.88 -2.21
H 5.01 6.18 6.51
H -6.96 -4.51 -2.51
H -1.15 6.81 -3.18
```

DFT total energy in Eh: -14235.91324
Highest occupied orbital energy in eV: -6.33
Charge: -1
LUMO level in eV: -5.084
Kohn-Sham gap in eV: 1.245
Multiplicity: 1

---

Record 3
C21H41As3BN6Os | wB97M-V/def2-TZVPD

Structure (XYZ):
```
73
C21H41As3BN6Os, DFT wB97M-V/def2-TZVPD
Os -0.07 0.03 0.05
As -4.75 -0.34 -4.80
As -1.09 1.91 -1.31
As -2.02 -1.39 -0.72
N -1.07 0.72 2.07
N 1.67 1.10 0.37
N 0.90 -1.63 0.86
N -1.85 1.91 3.75
N 1.86 -1.58 1.80
N 2.53 0.87 1.39
C -3.05 1.86 -1.46
C 1.21 -3.71 1.63
C -0.44 2.09 -3.14
C 3.05 2.85 0.51
C -1.75 -0.12 2.92
C 0.51 -2.92 0.74
C -2.15 3.05 4.60
C -1.00 3.77 -0.75
C -1.15 1.94 2.60
C 1.99 2.30 -0.16
C -3.74 -0.57 -1.26
C -1.56 -2.49 -2.27
C 2.05 -2.81 2.29
C -4.09 0.12 -6.56
C -5.32 1.15 -2.08
C -2.24 0.61 3.96
C -3.42 0.49 -3.57
C 3.35 1.91 1.49
C -4.65 -2.28 -4.73
C -2.86 -2.72 0.45
C -3.84 0.70 -2.10
B 2.84 -0.45 2.12
H -1.28 -1.87 -3.12
H -1.23 3.49 4.98
H -4.93 -2.68 -3.75
H -1.09 2.78 -3.68
H -1.66 4.35 -1.39
H -3.68 -3.18 -0.11
H -0.71 -3.14 -2.06
H -2.75 2.72 5.45
H -5.97 0.33 -2.38
H 3.54 3.79 0.33
H -0.21 -3.24 0.02
H -2.41 -3.11 -2.54
H -3.24 1.46 -4.04
H -3.05 -0.20 -6.62
H 2.78 -2.99 3.06
H 4.13 1.92 2.24
H -3.63 -2.57 -4.99
H -4.29 -1.38 -1.75
H -1.80 -1.18 2.76
H -2.51 -0.11 -3.66
H -3.40 1.98 -0.43
H -0.69 2.82 2.21
H 2.92 -0.27 3.30
H -5.47 1.99 -2.77
H -0.41 1.13 -3.66
H 3.94 -0.81 1.76
H 1.13 -4.77 1.78
H 0.57 2.49 -3.13
H -2.17 -3.49 0.78
H 1.47 2.69 -1.02
H -4.68 -0.41 -7.32
H -2.70 3.81 4.05
H -3.28 -2.22 1.32
H -5.34 -2.68 -5.47
H -5.63 1.47 -1.09
H -2.82 0.31 4.82
H -1.33 3.89 0.28
H -4.17 1.19 -6.75
H -4.24 -0.39 -0.30
H -3.31 2.78 -1.99
H 0.01 4.18 -0.83
```

DFT total energy in Eh: -7975.17847
Highest occupied orbital energy (alpha / beta) in eV: -15.84 / -15.82
Charge: +3
LUMO level (alpha / beta) in eV: -7.388 / -11.416
Energy relative to the best compared isomer or geometry (same formula, charge and spin) in kcal/mol: 15.61
<S²>: 6.019
Kohn-Sham gap (alpha / beta) in eV: 8.449 / 4.406
Multiplicity: 5

---

Record 4
C21H41FN4O4PdS | wB97M-V/def2-TZVPD

Structure (XYZ):
```
73
C21H41FN4O4PdS, DFT wB97M-V/def2-TZVPD
Pd -4.48 -0.83 0.06
S -3.50 -3.72 0.17
F -2.13 3.14 -1.13
O 0.71 0.64 4.47
O 2.15 3.06 0.67
O 0.04 0.50 3.22
O -0.25 2.84 -2.27
N 3.62 -2.74 -1.22
N 1.29 -2.84 -1.07
N 1.70 1.53 -1.04
N 2.73 -2.63 0.87
C -1.22 0.96 -1.05
C -0.65 -0.90 0.49
C -0.07 0.38 -0.22
C 2.08 -0.59 -3.51
C 2.43 -0.65 -0.47
C 1.22 0.13 -1.08
C -2.98 1.05 3.91
C 1.01 0.64 2.20
C -1.81 -3.14 0.30
C 2.49 -2.21 -0.49
C 0.95 -0.10 -2.58
C -1.59 -1.76 -0.36
C 1.60 -1.82 -4.29
C -2.40 2.31 3.28
C -0.56 2.42 1.46
C 2.44 0.51 -4.54
C 0.38 1.28 0.97
C 1.54 2.10 0.22
C -1.10 2.38 -1.54
C -3.45 3.41 3.37
C -2.01 2.04 1.80
H -2.57 -1.25 -0.36
H 4.45 -2.17 -1.13
H -2.70 2.62 1.20
H -3.93 3.42 4.34
H 2.79 -3.64 0.95
H -2.34 0.19 3.71
H -3.07 1.13 4.99
H 0.12 -0.81 -2.64
H -1.50 -3.14 1.33
H 2.11 -2.22 1.56
H -4.21 -2.54 -0.08
H -3.97 0.83 3.51
H 1.47 -0.32 2.04
H -3.02 4.40 3.22
H 0.26 1.39 4.89
H 1.58 1.09 -4.84
H 3.24 1.14 -4.18
H -0.57 3.20 0.71
H 0.57 0.82 -2.99
H -2.12 0.90 -0.45
H -4.23 3.24 2.63
H 2.62 1.71 -1.46
H -1.42 0.36 -1.93
H 0.15 -1.54 0.85
H 0.66 -1.58 -4.77
H 1.49 -2.69 -3.66
H -1.53 2.58 3.87
H -1.31 -1.88 -1.40
H -2.26 1.00 1.62
H 2.30 -2.07 -5.08
H 3.01 -0.84 -3.01
H 2.66 -0.33 0.53
H 3.27 -0.32 -1.06
H 2.84 0.02 -5.42
H 0.75 -3.22 -0.30
H 1.79 1.30 2.56
H -1.21 -3.87 -0.22
H -0.11 2.87 2.33
H 1.55 -3.65 -1.62
H 3.41 -2.94 -2.18
H -1.21 -0.60 1.36
```

DFT total energy in Eh: -1969.72925
Highest occupied orbital energy in eV: -14.87
Charge: +2
LUMO level in eV: -12.523
Kohn-Sham gap in eV: 2.344
Multiplicity: 1